a) Below is the ion C3H9N2 with charge +1, with properties calculated with ωB97M-V/def2-TZVPD.

Each line ends with the natural charge from an NBO analysis.
Element x y z (Å)
C  -1.16132  0.01742  1.26523  -0.657
C  -0.16094  0.08673  0.15432  -0.040
N  0.08685  1.48405  -0.41076  -0.702
C  0.71769  -0.87397  -0.19043  0.076
N  1.26607  -1.29056  -1.35584  -0.774
H  -1.83318  0.87929  1.25887  0.223
H  -0.73735  0.02543  2.27733  0.246
H  -1.73094  -0.88967  1.12904  0.254
H  -0.29329  1.67129  -1.34241  0.450
H  1.00286  1.77080  -0.07980  0.461
H  -0.60940  2.03146  0.10970  0.440
H  0.96553  -1.56258  0.64876  0.203
H  1.81683  -2.12803  -1.30073  0.416
H  0.67061  -1.22167  -2.16330  0.406

## Properties
charge: +1
E_HOMO: -12.7 eV
E_LUMO: -3.8 eV
SMILES: C/C([NH3+])=C/N
gap between HOMO and LUMO: 8.93 eV
spin multiplicity: 1

=====

b) Below is a cluster of 2 separate species, C3H9N2 in total, with properties calculated with ωB97M-V/def2-TZVPD.

Each line ends with the natural charge from an NBO analysis.
Element x y z (Å)
C  -0.60818  0.11477  1.04867  0.404
C  0.62229  0.70005  -1.64922  -0.632
C  0.49871  -0.64311  -0.94634  -0.142
N  -0.90723  0.26636  2.32126  -0.724
N  0.32422  -0.60816  0.52133  -0.532
H  -1.08369  0.71695  0.18907  0.234
H  1.46503  1.02070  -1.07103  0.218
H  0.85838  0.60865  -2.66396  0.258
H  -0.28813  1.31345  -1.54212  0.217
H  1.19005  -1.37588  -1.09997  0.217
H  -0.76421  -1.18598  -1.54888  0.162
H  -1.74010  0.81388  2.61425  0.457
H  -0.59996  -0.57924  2.86692  0.430
H  1.03282  -1.16244  0.96002  0.434

## Properties
charge: +1
E_HOMO: -14.6 eV
E_LUMO: -4.0 eV
gap between HOMO and LUMO: 10.60 eV
spin multiplicity: 1

=====

c) Below is a cluster of 2 separate species, C3H9N2 in total, with properties calculated with ωB97M-V/def2-TZVPD.

Each line ends with the natural charge from an NBO analysis.
Element x y z (Å)
C  1.62066  -1.18508  0.30760  -0.091
C  2.58722  -0.44357  0.80934  -0.305
N  0.22979  -1.21661  0.81001  -0.692
H  1.75133  -1.83368  -0.54666  0.239
H  3.57611  -0.62977  0.41428  0.257
H  2.44889  0.35546  1.52585  0.231
H  0.10832  -0.78271  1.72991  0.449
H  -0.43640  -0.72869  0.19527  0.452
H  -0.08140  -2.17934  0.92474  0.451
C  -2.07971  0.96066  -0.77753  -0.109
N  -2.12626  2.03462  -1.43357  -0.515
H  -1.58268  0.10541  -1.23742  0.132
H  -2.55218  0.85814  0.20140  0.152
H  -2.74578  2.69460  -0.95778  0.348

## Properties
charge: +1
E_HOMO: -13.8 eV
E_LUMO: -3.9 eV
gap between HOMO and LUMO: 9.83 eV
spin multiplicity: 1

=====

Relative energies, in kcal/mol, with the most stable structure set to zero: a) 0.0; b) 4.4; c) 15.1.

=====

a) Below is the ion C3H9N2 with charge +1, with properties calculated with ωB97M-V/def2-TZVPD.

Each line ends with the natural charge from an NBO analysis.
Element x y z (Å)
C  -0.22775  -0.76004  1.56906  -0.666
C  0.10588  0.12663  0.39440  0.013
N  -0.08960  1.51707  0.27069  -0.670
C  0.46421  -0.56984  -0.77254  0.103
N  0.06590  -0.37649  -2.04575  -0.889
H  -0.31577  -0.17986  2.51105  0.228
H  -1.31090  -1.10277  1.41640  0.241
H  0.40759  -1.65644  1.83788  0.287
H  -1.03136  1.84551  0.30643  0.431
H  0.36478  2.11587  1.00009  0.447
H  0.32803  1.95385  -0.57293  0.463
H  1.12679  -1.55534  -0.66273  0.186
H  0.82878  -0.52406  -2.72292  0.395
H  -0.71658  -0.83409  -2.52912  0.433

## Properties
charge: +1
E_HOMO: -13.1 eV
E_LUMO: -3.8 eV
SMILES: C/C([NH3+])=C/N
gap between HOMO and LUMO: 9.29 eV
spin multiplicity: 1

=====

b) Below is a cluster of 2 separate species, C3H9N2 in total, with properties calculated with ωB97M-V/def2-TZVPD.

Each line ends with the natural charge from an NBO analysis.
Element x y z (Å)
C  0.55184  1.66851  1.40693  -0.629
C  -0.26000  1.09926  0.26194  0.159
C  0.25231  0.18819  -0.55833  0.283
N  0.54726  -3.44015  -1.12221  -1.083
N  -1.60284  1.71254  0.20471  -0.798
H  0.71541  2.75158  1.22379  0.298
H  -0.00296  1.57729  2.32462  0.283
H  1.53311  1.12040  1.46199  0.251
H  1.28349  0.20454  -0.92029  0.271
H  -0.23834  -4.04755  -0.76968  0.392
H  0.96786  -3.75088  -2.03095  0.392
H  0.36351  -2.41893  -1.03558  0.346
H  -2.38537  1.02947  0.14899  0.422
H  -1.72528  2.30573  -0.59593  0.413

## Properties
charge: +1
E_HOMO: -12.8 eV
E_LUMO: -8.6 eV
gap between HOMO and LUMO: 4.18 eV
spin multiplicity: 1

=====

c) Below is the ion C3H9N2 with charge +1, with properties calculated with ωB97M-V/def2-TZVPD.

Each line ends with the natural charge from an NBO analysis.
Element x y z (Å)
C  0.79958  -0.51035  -1.19484  -0.667
C  0.28951  0.16282  0.02861  0.025
N  1.18409  0.06008  1.23375  -0.684
C  -0.97082  0.54496  0.31507  0.046
N  -1.99469  0.47446  -0.59473  -0.791
H  1.52125  0.02700  -1.80246  0.255
H  -0.03306  -0.81451  -1.82514  0.256
H  1.19175  -1.48435  -0.86412  0.220
H  2.05856  -0.43998  1.03906  0.452
H  0.74563  -0.47473  1.98457  0.440
H  1.37572  0.96848  1.68174  0.448
H  -1.16993  0.95487  1.30144  0.195
H  -2.17185  -0.43302  -0.99251  0.403
H  -2.82571  0.96428  -0.31043  0.404

## Properties
charge: +1
E_HOMO: -13.1 eV
E_LUMO: -3.7 eV
SMILES: C/C([NH3+])=C\N
gap between HOMO and LUMO: 9.41 eV
spin multiplicity: 1

=====

Relative energies, in kcal/mol, with the most stable structure set to zero: a) 39.0; b) 119.6; c) 0.0.

=====

a) Below is an isolated molecule of C5H10N2S, with properties calculated with ωB97M-V/def2-TZVPD.

Each line ends with the natural charge from an NBO analysis.
Element x y z (Å)
C  0.03267  1.03091  -2.86209  -0.613
C  -0.27379  1.96932  -1.76618  -0.091
C  -1.65644  2.43410  -1.52716  -0.601
N  0.33868  1.22078  -0.62245  -0.437
C  -0.22139  0.19291  -0.21039  0.275
N  0.34449  -0.52771  0.82552  -0.589
C  0.08409  -1.72948  1.38857  -0.086
S  0.84785  -2.37519  2.66757  -0.096
H  1.05698  0.62049  -2.80649  0.231
H  -0.22182  1.35225  -4.00692  0.211
H  -0.67437  0.14753  -2.78737  0.197
H  0.43533  2.87190  -1.81772  0.201
H  -1.87703  3.27258  -2.27913  0.225
H  -2.49804  1.52752  -1.71922  0.197
H  -1.55617  2.79485  -0.59701  0.215
H  -1.17711  -0.41446  -0.51345  0.153
H  0.98454  0.00299  1.34308  0.408
H  -0.61098  -2.41063  0.94520  0.201

## Properties
charge: 0
E_HOMO: -8.7 eV
E_LUMO: 0.3 eV
SMILES: CC(C)/N=C/NC=S
gap between HOMO and LUMO: 8.95 eV
spin multiplicity: 1

=====

b) Below is an isolated molecule of C5H10N2S, with properties calculated with ωB97M-V/def2-TZVPD.

Each line ends with the natural charge from an NBO analysis.
Element x y z (Å)
C  0.34147  0.36943  3.02925  -0.670
C  1.02705  -0.25305  1.88881  -0.223
C  0.70667  -0.57926  0.59568  -0.033
N  -0.31346  0.15530  -0.18285  -0.332
C  -0.01435  0.32223  -1.50692  -0.078
S  1.38208  0.66335  -2.32446  -0.087
N  -1.68880  0.12908  0.17570  -0.443
C  -2.26936  -1.19470  0.18082  -0.451
H  -0.50655  -0.29758  3.44615  0.232
H  -0.11630  1.53516  2.86002  0.223
H  1.05722  0.57353  3.86282  0.240
H  1.68333  -1.00631  2.22326  0.206
H  1.02065  -1.49081  -0.16712  0.245
H  -1.09962  0.25870  -2.00585  0.191
H  -1.72857  0.18605  1.23117  0.358
H  -3.39568  -1.20561  0.19025  0.224
H  -2.09740  -1.77403  -0.75781  0.213
H  -1.66338  -1.37122  1.23263  0.185

## Properties
charge: 0
E_HOMO: -8.4 eV
E_LUMO: 0.4 eV
SMILES: C/C=C\N(C=S)NC
gap between HOMO and LUMO: 8.75 eV
spin multiplicity: 1

=====

c) Below is an isolated molecule of C5H10N2S, with properties calculated with ωB97M-V/def2-TZVPD.

Each line ends with the natural charge from an NBO analysis.
Element x y z (Å)
C  1.71676  -0.58820  -1.62753  -0.617
C  1.63846  -0.16425  -0.16132  -0.380
C  0.20555  -0.06458  0.39204  -0.181
C  -0.52355  -1.37682  0.32692  -0.222
S  -1.25922  -2.11519  1.55570  0.027
N  -0.55679  0.89000  -0.41469  -0.506
C  -1.57160  1.45269  0.14219  0.301
N  -2.05857  1.29355  1.41588  -0.834
H  1.44130  -1.65311  -1.72872  0.194
H  1.05731  0.01159  -2.22347  0.228
H  2.73900  -0.47451  -1.99369  0.212
H  2.10138  0.83233  -0.06105  0.213
H  2.21231  -0.84902  0.46133  0.203
H  0.28798  0.23664  1.40927  0.190
H  -0.55697  -1.81560  -0.66017  0.196
H  -2.10458  2.19129  -0.44362  0.174
H  -2.94689  1.72475  1.65521  0.397
H  -1.82189  0.46846  1.95573  0.405

## Properties
charge: 0
E_HOMO: -8.7 eV
E_LUMO: -0.2 eV
SMILES: CC[C@H](C=S)/N=C\N
gap between HOMO and LUMO: 8.49 eV
spin multiplicity: 1

=====

d) Below is a structure of composition C5H10N2S, with properties calculated with ωB97M-V/def2-TZVPD.

Each line ends with the natural charge from an NBO analysis.
Element x y z (Å)
C  -1.49683  -1.55813  0.85524  -0.623
C  -0.78150  -1.08140  -0.41016  -0.286
C  1.65626  -1.46926  -0.36091  -0.032
C  2.76283  -0.81611  -0.88965  -0.481
C  0.74037  0.42936  0.30306  0.282
H  -2.20743  -0.73257  1.42851  0.241
H  -2.24079  -2.75252  0.86876  0.232
H  -0.31866  -1.66510  1.57798  0.198
H  -1.41884  -0.58996  -1.05386  0.237
H  -0.68626  -1.97287  -1.01669  0.221
H  1.67442  -2.70555  -0.15847  0.236
H  2.61194  0.39788  -1.13836  0.250
H  3.77032  -1.51939  -0.25460  0.243
H  1.87370  0.63694  0.65364  0.204
H  -1.39725  3.07660  0.16575  0.095
N  0.44856  -0.72928  -0.21880  -0.477
N  0.04131  1.46545  0.70813  -0.661
S  -1.39856  1.85291  -0.09272  0.121

## Properties
charge: 0
E_HOMO: -7.9 eV
E_LUMO: 0.7 eV
gap between HOMO and LUMO: 8.58 eV
spin multiplicity: 1

=====

Relative energies, in kcal/mol, with the most stable structure set to zero: a) 30.5; b) 110.6; c) 0.0; d) 176.6.

=====

a) Below is a structure of composition C5H10N2S, with properties calculated with ωB97M-V/def2-TZVPD.

Each line ends with the natural charge from an NBO analysis.
Element x y z (Å)
C  -1.43845  -0.88226  -1.46821  -0.660
C  -0.89482  -0.39173  -0.23341  0.174
C  0.07982  0.92565  1.45516  -0.244
C  0.26571  0.58034  -0.10464  -0.318
C  1.53914  -0.27218  -0.12469  -0.570
H  -0.58691  -1.43600  -1.82899  0.221
H  -1.60641  -0.06956  -2.22900  0.230
H  -2.45871  -1.52851  -1.64282  0.251
H  -1.46604  -0.33121  2.73005  0.389
H  1.01011  0.80404  2.06934  0.221
H  -0.46592  1.93884  1.62967  0.208
H  1.75632  -0.81331  1.10178  0.252
H  2.36009  0.63469  -0.60358  0.182
H  1.28040  -1.28641  -0.91804  0.229
H  1.99125  1.62199  -1.30139  0.128
N  -1.23339  -1.00457  0.88321  -0.224
N  -0.63892  -0.32721  1.94820  -0.497
S  0.50672  1.83741  -1.36264  0.029

## Properties
charge: 0
E_HOMO: -8.2 eV
E_LUMO: 0.5 eV
gap between HOMO and LUMO: 8.66 eV
spin multiplicity: 1

=====

b) Below is a structure of composition C5H10N2S, with properties calculated with ωB97M-V/def2-TZVPD.

Each line ends with the natural charge from an NBO analysis.
Element x y z (Å)
C  -0.20938  0.59515  -0.75896  -0.103
C  0.75936  -1.41223  0.09583  -0.587
C  -1.56405  -0.75986  0.77641  -0.587
C  0.33782  0.75587  1.64540  -0.597
C  -0.15995  -0.22272  0.41884  -0.208
N  1.21106  0.37236  -2.54994  -0.107
N  0.70578  1.32692  -2.97484  -0.344
S  -0.73250  1.96546  -1.31500  0.249
H  0.91456  -2.08336  0.93185  0.208
H  0.26409  -1.78824  -0.80684  0.224
H  1.71892  -0.91854  -0.04423  0.217
H  -1.59855  -0.61228  1.82673  0.217
H  -2.31366  -0.14735  0.34639  0.218
H  -1.69382  -1.85606  0.44834  0.212
H  0.53867  0.20841  2.54851  0.209
H  1.26488  1.23489  1.42791  0.212
H  -0.30669  1.62166  1.98200  0.224
H  0.86347  1.71991  -3.99837  0.342

## Properties
charge: 0
E_HOMO (spin up / spin down): -7.4 / -7.4 eV
E_LUMO (spin up / spin down): 0.1 / 0.1 eV
gap between HOMO and LUMO (spin up / spin down): 7.49 / 7.49 eV
spin multiplicity: 1

=====

c) Below is an isolated molecule of C5H10N2S, with properties calculated with ωB97M-V/def2-TZVPD.

Each line ends with the natural charge from an NBO analysis.
Element x y z (Å)
C  1.84772  -0.50712  -2.42440  -0.395
C  0.64123  0.13912  -2.05067  -0.022
N  -0.34024  -0.10668  -0.94907  -0.286
N  -1.37956  0.94951  -0.78956  -0.638
C  0.01612  -0.81810  0.11814  0.181
S  1.11300  -2.17127  0.12948  -0.212
C  -0.59936  -0.64864  1.40829  -0.504
C  -0.24109  0.71912  2.07973  -0.635
H  2.35536  0.00211  -3.21225  0.204
H  2.30839  -1.24366  -1.90249  0.227
H  0.32095  1.07911  -2.44985  0.210
H  -1.50703  1.29392  0.19582  0.368
H  -2.28978  0.29322  -0.82704  0.355
H  -1.66133  -0.61411  1.33552  0.213
H  -0.35901  -1.51606  2.16350  0.270
H  -0.43217  1.64366  1.53007  0.199
H  0.85438  0.80671  2.48340  0.232
H  -0.64757  0.69916  3.16138  0.231

## Properties
charge: 0
E_HOMO: -8.0 eV
E_LUMO: 0.3 eV
SMILES: C=CN(N)C(=S)CC
gap between HOMO and LUMO: 8.32 eV
spin multiplicity: 1

=====

Relative energies, in kcal/mol, with the most stable structure set to zero: a) 41.6; b) 30.6; c) 0.0.